(1)
Molecular formula: C6H12AgF6N5O13S2
Method: DFT, ωB97M-V/def2-TZVPD

- Multiplicity: 3
- E_LUMO (alpha / beta): 0.155 / -4.464 eV
- Gap between HOMO and LUMO (alpha / beta): 9.8 / 5.1 eV
- M: 648.17 g mol⁻¹
- Total charge: 0

Geometry as XYZ:
```
45
Properties=species:S:1:pos:R:3:mulliken_charge:R:1
Ag 0.20797 0.33998 0.62049 2.402
S -2.90867 -0.79219 -0.28513 0.818
S -2.19992 1.36051 -1.57601 0.731
F -2.42142 3.42640 0.14482 -0.246
F -2.99242 -2.24770 -2.62793 -0.247
F -4.12070 2.02373 0.24600 -0.194
F -2.47403 -3.41069 -0.87182 -0.272
F -1.08453 -2.05896 -1.90304 -0.162
F -3.88205 3.39092 -1.42196 -0.228
O 1.04581 0.05618 -1.42610 -0.318
O -1.05189 2.07912 -2.20809 -0.644
O 0.14541 2.73452 3.10323 -0.237
O 2.48565 0.44772 1.32231 -0.631
O 0.40122 -1.90957 0.81493 -0.541
O -3.10291 0.82793 -2.65376 -0.551
O 2.93975 1.51059 3.23657 -0.661
O -2.88159 -1.49760 0.96421 -0.638
O -0.92575 0.94371 2.57057 -0.534
O -4.26672 -0.38447 -0.67481 -0.535
O 4.08066 -0.33934 2.63132 -0.467
O 0.27292 2.52137 0.13560 -0.473
O -1.69693 2.15692 4.20165 -0.457
N 2.15357 0.34824 -3.30420 -0.414
N -1.66586 0.42274 -0.48629 -0.182
N 1.57198 -3.17095 -0.54723 -0.347
N 0.64158 -4.11412 1.11219 -0.486
N 3.15400 0.70892 -1.39253 -0.237
C -0.84554 2.02154 3.21834 0.779
C 2.04623 0.37698 -1.99126 0.387
C -2.26653 -2.18382 -1.51459 0.588
C 0.86465 -2.96152 0.51479 0.398
C 3.06383 0.54617 2.47547 0.510
C -3.26007 2.59050 -0.57103 0.668
H 3.92842 1.09076 -1.91653 0.155
H 1.61032 -2.34429 -1.12625 0.146
H 2.95965 0.52240 -3.88729 0.160
H 0.82755 2.84519 -0.57417 0.165
H 0.00160 3.30922 0.60667 0.213
H 0.15760 -4.17817 1.99637 0.242
H 1.38057 -0.01134 -3.84575 0.230
H 4.37941 0.14128 3.40678 0.305
H -1.88664 1.21667 4.24094 0.349
H 0.55447 -4.88788 0.46891 0.161
H 1.78906 -4.11441 -0.83509 0.149
H 3.27037 0.64688 -0.39117 0.145
```

(2)
Molecular formula: C6H7I
Method: DFT, ωB97M-V/def2-TZVPD

- Energy relative to the best compared isomer or geometry (same formula, charge and spin): 336.91 kJ/mol
- Multiplicity: 1
- E_LUMO (alpha / beta): -0.234 / -3.246 eV
- Gap between HOMO and LUMO (alpha / beta): 8.4 / 5.3 eV
- M: 206.03 g mol⁻¹
- Total charge: 0

Geometry as XYZ:
```
14
Properties=species:S:1:pos:R:3:mulliken_charge:R:1
I -4.36253 -0.24309 -0.46511 0.041
C 0.16914 -1.78877 0.41127 -0.746
C 1.14579 -0.92836 0.34585 -0.413
C -1.01916 -0.88904 0.36478 -0.266
C 0.87943 0.40677 -0.04452 0.714
C 1.83990 1.45576 -0.40888 -1.177
C -0.49181 0.45052 -0.01947 -0.225
H 1.21008 2.38149 -0.46210 0.282
H 2.65177 1.59714 0.30200 0.336
H -1.63978 -0.61881 1.18493 0.408
H 0.14445 -2.85832 0.54474 0.408
H 2.40023 1.22783 -1.22892 0.301
H -1.21730 1.21268 -0.11586 0.304
H -1.71021 -1.40580 -0.40871 0.033
```

(3)
Molecular formula: C4H6NP
Method: DFT, ωB97M-V/def2-TZVPD

- Energy relative to the best compared isomer or geometry (same formula, charge and spin): 227.37 kJ/mol
- Multiplicity: 1
- E_LUMO: -0.433 eV
- Gap between HOMO and LUMO: 8.0 eV
- SMILES string: [H]/P=N/C=C/C=C
- M: 99.07 g mol⁻¹
- Total charge: 0

Geometry as XYZ:
```
12
Properties=species:S:1:pos:R:3:mulliken_charge:R:1
P 2.96144 0.68378 -0.22922 0.058
N 2.28693 -0.62508 0.25660 -0.266
C -0.10698 -0.01802 0.08343 -0.066
C -1.52386 -0.26277 -0.10376 -0.145
C 0.86363 -0.92123 -0.11197 -0.191
C -2.36162 0.71974 0.04972 -0.704
H -1.64112 -1.21842 -0.72018 0.227
H 0.85789 -1.96154 -0.37295 0.370
H 4.04498 0.38655 0.51132 0.040
H 0.04861 1.01421 0.25254 0.168
H -3.44788 0.49728 0.07857 0.261
H -1.98202 1.70550 0.30590 0.248
```

- Which value of total charge does entry 3 give?
  0

Please write out number 2 again, unchanged.
Molecular formula: C6H7I
Method: DFT, ωB97M-V/def2-TZVPD

- Energy relative to the best compared isomer or geometry (same formula, charge and spin): 336.91 kJ/mol
- Multiplicity: 1
- E_LUMO (alpha / beta): -0.234 / -3.246 eV
- Gap between HOMO and LUMO (alpha / beta): 8.4 / 5.3 eV
- M: 206.03 g mol⁻¹
- Total charge: 0

Geometry as XYZ:
```
14
Properties=species:S:1:pos:R:3:mulliken_charge:R:1
I -4.36253 -0.24309 -0.46511 0.041
C 0.16914 -1.78877 0.41127 -0.746
C 1.14579 -0.92836 0.34585 -0.413
C -1.01916 -0.88904 0.36478 -0.266
C 0.87943 0.40677 -0.04452 0.714
C 1.83990 1.45576 -0.40888 -1.177
C -0.49181 0.45052 -0.01947 -0.225
H 1.21008 2.38149 -0.46210 0.282
H 2.65177 1.59714 0.30200 0.336
H -1.63978 -0.61881 1.18493 0.408
H 0.14445 -2.85832 0.54474 0.408
H 2.40023 1.22783 -1.22892 0.301
H -1.21730 1.21268 -0.11586 0.304
H -1.71021 -1.40580 -0.40871 0.033
```

- Number 2 is which compound?
  C6H7I